This record from the Open Molecules 2025 dataset describes C39H77IO31PS7 as an isolated structure. The level of theory is ωB97M-V/def2-TZVPD.

Calculated values
HOMO: -0.3453 Ha
Electronic energy: -7289.8703 Ha
Total charge: +1
Strongest force on any atom: 14.8 eV/Å
Orbital gap: 5.681 eV

Structure (XYZ):
```
156
C39H77IO31PS7, DFT ωB97M-V/def2-TZVPD
C -0.530 -1.479 -0.073
C 0.270 -0.702 1.145
C 1.439 0.303 0.516
C 0.856 1.783 0.116
C 0.284 1.717 -1.449
C -1.283 2.200 -1.427
C -1.891 2.386 -2.939
C -3.019 3.615 -3.045
C -4.490 2.858 -2.797
C -5.650 3.867 -2.229
C -6.550 3.031 -1.143
C -8.114 2.748 -1.652
C -8.275 1.269 -2.400
C -9.205 0.206 -1.569
C -8.558 -1.293 -1.393
P -6.921 -1.311 -0.352
C -7.038 0.132 0.950
C -5.590 0.545 1.595
O -4.509 0.966 0.933
C -5.341 -1.066 -1.441
C -5.364 -2.014 -2.819
O -4.348 -1.636 -3.807
C -3.097 -2.386 -3.672
O -2.926 -3.605 -3.161
C -1.732 -1.657 -4.292
C -0.339 -2.146 -3.584
C -6.820 -2.926 0.733
I -8.710 -3.454 1.699
C -6.147 -4.194 -0.056
C -4.519 -4.047 0.083
H -1.380 -2.156 0.376
H 0.223 -2.130 -0.725
H -1.045 -0.719 -0.825
H 0.810 -1.563 1.769
H -0.502 -0.102 1.818
H 2.301 0.341 1.335
H 1.910 -0.217 -0.424
H 1.773 2.537 0.128
H 0.055 2.176 0.880
H 0.966 2.407 -2.144
H 0.405 0.604 -1.793
H -1.903 1.460 -0.763
H -1.326 3.263 -0.903
H -1.008 2.546 -3.722
H -2.408 1.362 -3.235
H -2.869 4.375 -2.161
H -3.012 4.111 -4.106
H -4.877 2.427 -3.830
H -4.252 1.936 -2.118
H -6.357 4.324 -3.042
H -5.079 4.724 -1.626
H -6.555 3.535 -0.062
H -6.098 1.941 -0.959
H -8.758 2.750 -0.649
H -8.545 3.634 -2.304
H -7.250 0.801 -2.717
H -8.859 1.506 -3.413
H -10.262 0.070 -2.102
H -9.475 0.578 -0.467
H -8.423 -1.735 -2.474
H -9.411 -1.957 -0.885
H -7.601 1.072 0.541
H -7.710 -0.313 1.824
H -5.514 0.516 2.784
H -5.392 0.053 -1.849
H -4.339 -1.148 -0.845
H -5.414 -3.151 -2.552
H -6.417 -1.759 -3.323
H -1.814 -0.489 -4.344
H -1.674 -2.025 -5.426
H -0.345 -3.235 -3.158
H 0.507 -2.134 -4.427
H -0.023 -1.318 -2.813
H -6.064 -2.637 1.611
H -6.542 -4.374 -1.143
H -6.446 -5.171 0.563
H -3.908 -4.363 -0.864
H -4.276 -2.941 0.399
H -4.112 -4.728 0.974
C 3.641 0.188 5.102
C 4.950 -0.595 5.048
O 4.581 -1.912 4.644
S 3.286 -1.819 3.656
O 3.757 -1.870 2.290
O 2.258 -2.695 4.168
O 2.872 -0.279 3.995
H 3.086 -0.033 6.019
H 3.801 1.267 5.026
H 5.461 -0.617 6.013
H 5.624 -0.185 4.289
C -1.606 -6.282 -1.090
C -2.146 -7.658 -1.472
O -1.659 -8.542 -0.465
S -1.548 -7.730 0.945
O -2.737 -8.008 1.720
O -0.212 -7.900 1.467
O -1.680 -6.225 0.333
H -0.556 -6.176 -1.382
H -2.190 -5.472 -1.535
H -1.810 -7.978 -2.461
H -3.240 -7.676 -1.435
C 7.944 -4.105 0.684
C 8.241 -2.751 0.044
O 7.117 -1.934 0.360
S 6.527 -2.384 1.813
O 7.062 -1.490 2.815
O 5.114 -2.650 1.669
O 7.313 -3.807 1.929
H 7.242 -4.683 0.076
H 8.852 -4.692 0.847
H 8.374 -2.823 -1.038
H 9.130 -2.291 0.489
C 9.800 0.971 1.654
C 10.796 2.126 1.694
O 12.056 1.544 1.370
S 11.817 0.303 0.339
O 12.046 0.782 -1.006
O 12.465 -0.870 0.877
O 10.208 0.153 0.558
H 9.856 0.369 2.567
H 8.773 1.316 1.509
H 10.835 2.608 2.674
H 10.563 2.875 0.929
C 5.106 1.877 -2.221
C 3.881 2.378 -2.981
O 3.372 3.457 -2.199
S 4.616 4.205 -1.455
O 4.983 5.361 -2.242
O 4.328 4.274 -0.042
O 5.737 3.047 -1.701
H 4.814 1.244 -1.377
H 5.796 1.327 -2.867
H 3.122 1.602 -3.107
H 4.161 2.776 -3.962
C -1.767 -2.617 7.003
C -2.180 -1.718 5.840
O -1.019 -0.950 5.532
S 0.308 -1.847 5.842
O 0.753 -2.438 4.600
O 1.179 -1.089 6.710
O -0.423 -3.007 6.725
H -1.773 -2.066 7.949
H -2.408 -3.498 7.092
H -3.018 -1.066 6.096
H -2.437 -2.311 4.956
C 5.782 8.676 -1.173
C 4.339 8.484 -1.630
O 3.559 9.294 -0.753
S 4.435 10.598 -0.316
O 4.054 11.704 -1.167
O 4.444 10.682 1.126
O 5.889 10.052 -0.813
H 5.998 8.074 -0.284
H 6.501 8.431 -1.960
H 4.020 7.441 -1.577
H 4.195 8.857 -2.650
```


This record from the Open Molecules 2025 dataset describes C39H54AsCl2N3NaO4S2Si3 as an isolated structure. The level of theory is ωB97M-V/def2-TZVPD.

Calculated values
HOMO: -0.1736 Ha
Electronic energy: -6967.2990 Ha
Total charge: -1
Strongest force on any atom: 0.7 eV/Å
Orbital gap: 6.602 eV

Structure (XYZ):
```
109
C39H54AsCl2N3NaO4S2Si3, DFT ωB97M-V/def2-TZVPD
Na 0.100 -0.353 0.182
C -2.567 -2.065 3.733
C -2.804 -3.388 3.375
C -2.395 -3.817 2.123
C -1.745 -2.932 1.254
C -1.458 -1.585 1.566
C -1.916 -1.215 2.845
C -1.359 -3.434 -0.100
C -2.172 -4.382 -0.790
C -1.851 -4.757 -2.056
C -0.718 -4.195 -2.693
C -0.343 -4.486 -4.026
C 0.733 -3.862 -4.590
C 1.483 -2.923 -3.844
C 1.155 -2.644 -2.548
C 0.042 -3.277 -1.944
N -0.284 -2.931 -0.665
H -2.886 -1.703 4.707
H -3.293 -4.072 4.059
H -2.560 -4.853 1.841
H -1.744 -0.194 3.185
H -3.061 -4.764 -0.308
H -2.469 -5.463 -2.600
H -0.930 -5.200 -4.591
H 1.026 -4.076 -5.610
H 2.319 -2.429 -4.318
H 1.730 -1.931 -1.966
O 0.934 0.989 -1.356
C 0.430 0.988 -2.679
C -0.983 0.462 -2.702
C -1.760 0.594 -3.850
C -3.015 0.018 -3.869
C -3.462 -0.661 -2.744
C -2.631 -0.716 -1.640
N -1.419 -0.161 -1.613
H 1.904 0.909 -1.445
H 1.059 0.352 -3.312
H 0.455 1.997 -3.107
H -1.370 1.123 -4.711
H -3.638 0.093 -4.752
H -4.434 -1.133 -2.718
H -2.924 -1.218 -0.724
C 1.814 -2.410 2.361
O 1.876 -2.057 0.989
H 1.928 -3.491 2.500
H 0.872 -2.095 2.817
H 2.641 -1.910 2.864
H 1.138 -2.489 0.514
Cl 4.646 0.282 2.988
C 3.940 0.736 1.421
Cl 2.188 0.978 1.519
H 4.129 -0.050 0.698
H 4.385 1.675 1.115
O 4.518 -2.769 -5.926
S 5.412 -2.295 -4.900
O 6.812 -2.213 -5.217
N 4.868 -0.871 -4.294
C 4.515 -0.977 -3.041
S 3.949 0.292 -2.065
C 4.647 -2.371 -2.479
C 4.269 -2.843 -1.234
C 4.440 -4.196 -0.968
C 4.980 -5.053 -1.925
C 5.346 -4.580 -3.180
C 5.161 -3.234 -3.423
H 3.813 -2.180 -0.509
H 4.136 -4.590 -0.007
H 5.102 -6.104 -1.693
H 5.748 -5.239 -3.938
C 1.533 4.178 0.118
Si -0.313 4.258 0.395
C -0.680 5.954 1.108
C -1.162 4.129 -1.273
As -0.967 2.370 1.653
Si -3.309 2.709 1.584
C -3.901 4.494 1.563
C -4.199 1.866 2.994
C -3.916 1.931 -0.007
Si -0.460 3.099 3.853
C -1.216 4.736 4.389
C 1.386 3.292 4.088
C -1.034 1.790 5.062
H 1.841 5.044 -0.475
H 1.806 3.269 -0.418
H 2.085 4.194 1.059
H -0.632 6.677 0.287
H 0.074 6.236 1.846
H -1.659 6.036 1.578
H -0.622 4.750 -1.994
H -2.198 4.471 -1.238
H -1.158 3.101 -1.640
H -3.550 5.095 2.402
H -4.994 4.464 1.605
H -3.616 5.002 0.639
H -4.076 2.392 3.943
H -3.878 0.833 3.125
H -5.265 1.870 2.746
H -3.244 2.092 -0.850
H -4.897 2.343 -0.264
H -4.020 0.854 0.126
H -0.608 5.575 4.050
H -1.231 4.750 5.483
H -2.235 4.899 4.037
H 1.847 3.931 3.333
H 1.902 2.333 4.068
H 1.544 3.754 5.068
H -2.109 1.615 5.015
H -0.785 2.127 6.073
H -0.536 0.836 4.885
```